Entry 1:
C5H9NO in the gas phase in a non-equilibrium geometry. Source: OMol25; level of theory: ωB97M-V with the def2-TZVPD basis set.

Each line ends with the Löwdin charge.
CARTESIAN COORDINATES (ANGSTROEM)
C: -1.685 -0.102 -0.606  -0.0481
C: -0.792 -0.252 0.632  -0.3727
O: -0.548 -1.605 0.914  -0.0500
C: 0.646 0.572 0.521  -0.2472
C: 1.749 -0.316 -0.097  -0.0414
C: 0.411 1.805 -0.246  -0.2194
N: 0.098 2.727 -0.874  0.1557
H: -1.885 0.952 -0.811  0.0651
H: -2.649 -0.620 -0.495  0.0865
H: -1.196 -0.529 -1.491  0.0887
H: -1.276 0.174 1.515  0.1401
H: 0.135 -1.886 0.274  0.0625
H: 0.939 0.875 1.540  0.1402
H: 2.594 -0.485 0.576  0.0878
H: 2.103 0.023 -1.072  0.0892
H: 1.355 -1.332 -0.280  0.0629

Calculated values
Largest force on an atom in hartree/bohr: 0.0244
Energy above the lowest of the compared OMol25 structures with the same formula, charge and spin in kcal per mole: 35.5
Multiplicity: 1
SMILES: C[C@@H](O)[C@@H](C)C#N
HOMO-LUMO gap in eV: 11.31

Entry 2:
2 unconnected molecules or ions with the total composition C3H3O2 in a non-equilibrium geometry. Source: OMol25; level of theory: ωB97M-V with the def2-TZVPD basis set.

Each line ends with the Löwdin charge.
CARTESIAN COORDINATES (ANGSTROEM)
C: -0.321 0.671 0.495  0.0711
C: 1.603 -1.478 -2.130  -0.0283
C: -1.545 0.511 1.059  -0.0629
O: 2.576 -1.958 -2.359  0.0705
O: -2.458 0.350 1.673  0.4215
H: -0.109 0.394 -0.572  0.1293
H: 0.132 -0.200 1.205  0.2219
H: 0.121 1.709 0.630  0.1768

Calculated values
Largest force on an atom in hartree/bohr: 0.0743
Total charge: +1
Energy above the lowest of the compared OMol25 structures with the same formula, charge and spin in kcal per mole: 13.3
Multiplicity: 1
HOMO-LUMO gap in eV: 10.90

Entry 3:
C22H25N5O5S in the gas phase in a non-equilibrium geometry. Source: OMol25; level of theory: ωB97M-V with the def2-TZVPD basis set.

Each line ends with the Löwdin charge.
CARTESIAN COORDINATES (ANGSTROEM)
C: 1.074 -4.871 0.440  -0.0748
H: 1.435 -4.930 1.466  0.0911
H: 0.336 -5.662 0.273  0.0982
O: 0.503 -3.590 0.311  -0.0997
C: -0.094 -3.249 -0.853  -0.2084
C: -0.121 -4.081 -1.970  -0.0218
C: -0.763 -3.693 -3.132  -0.0717
C: -1.405 -2.468 -3.204  -0.0722
C: -1.392 -1.633 -2.106  -0.0134
C: -0.737 -1.992 -0.927  -0.0663
C: -0.738 -1.055 0.189  -0.2464
N: -1.579 -0.015 0.107  0.1367
C: -1.600 0.846 1.105  -0.4741
C: -0.771 0.694 2.230  -0.0571
C: 0.078 -0.419 2.213  -0.1875
N: 0.093 -1.274 1.200  0.2061
N: 0.914 -0.625 3.269  0.0249
C: 0.952 0.220 4.363  -0.4386
O: 1.696 0.011 5.292  0.1059
N: 0.104 1.314 4.345  0.0336
C: -0.782 1.629 3.327  -0.3963
O: -1.498 2.614 3.360  0.0094
C: 0.166 2.186 5.505  0.0030
H: -0.067 1.618 6.405  0.1011
H: 1.170 2.599 5.604  0.1015
H: -0.560 2.982 5.357  0.0894
C: 1.799 -1.773 3.284  0.0066
H: 2.836 -1.438 3.310  0.1024
H: 1.606 -2.369 4.176  0.1012
H: 1.599 -2.344 2.382  0.0707
S: -2.681 2.204 1.043  1.0737
C: -3.391 1.926 -0.615  -0.3361
C: -2.378 2.068 -1.740  -0.5755
O: -2.435 1.377 -2.735  0.0426
N: -1.469 3.045 -1.557  0.0573
H: -1.461 3.540 -0.677  0.1076
C: -0.380 3.280 -2.470  -0.1139
H: -0.325 4.344 -2.719  0.1298
H: -0.592 2.711 -3.378  0.1297
C: 0.974 2.835 -1.882  -0.3055
C: 1.017 1.315 -1.621  -0.1153
H: 1.139 1.090 -0.563  0.1075
C: 2.210 0.830 -2.450  -0.1357
H: 2.035 -0.141 -2.905  0.1106
H: 3.109 0.781 -1.836  0.1121
C: 2.349 1.947 -3.484  -0.1968
H: 3.360 2.067 -3.874  0.1218
H: 1.655 1.788 -4.321  0.1230
O: 2.021 3.133 -2.788  -0.0995
H: 0.096 0.849 -1.967  0.0925
H: 1.171 3.416 -0.972  0.1489
H: -3.831 0.932 -0.655  0.0865
H: -4.172 2.679 -0.726  0.0880
H: -1.887 -0.676 -2.153  0.0822
H: -1.910 -2.164 -4.106  0.1060
H: -0.761 -4.358 -3.983  0.1061
H: 0.365 -5.043 -1.943  0.1000
H: 1.917 -5.009 -0.245  0.0983

Calculated values
Largest force on an atom in hartree/bohr: 0.0204
Energy above the lowest of the compared OMol25 structures with the same formula, charge and spin in kcal per mole: 0.0
Multiplicity: 1
SMILES: COc1ccccc1-c1nc(SCC(=O)NC[C@H]2CCCO2)c2c(=O)n(C)c(=O)n(C)c2n1
HOMO-LUMO gap in eV: 8.34

Which value of multiplicity does entry 2 give? 1